Record 1
Entry from the Open Molecules 2025 dataset: a structure of composition C15H19N4Pt in a non-equilibrium geometry (wB97M-V/def2-TZVPD).

Its relative energy (zero: lowest compared OMol25 entry of this formula, charge and spin) is 128.3 kJ/mol. For the highest occupied orbital energy (spin up / spin down), the calculation gives -10.4 / -10.4 eV. Its HOMO-LUMO gap (spin up / spin down) is 7.47 / 7.47 eV. The max |F| is 1.907 eV/A. As for the total energy: -921.1152 hartree.

The geometry in ORCA input format:
```
! wB97M-V def2-TZVPD RIJCOSX def2/J DEFGRID3
* xyz 1 1
Pt 0.18457 0.22912 -0.25860
C 4.41299 1.00699 0.77391
C 4.99808 -0.16904 0.32044
C 4.19086 -1.24864 0.01616
C 2.80989 -1.12778 0.13811
N 2.25458 0.02505 0.55660
C 3.03934 1.05292 0.88318
C 1.85843 -2.17142 -0.23922
C 2.17969 -3.52686 -0.25548
C 1.24814 -4.45675 -0.68357
C -0.00041 -4.03356 -1.11435
C -0.32963 -2.68238 -1.07236
C 0.58366 -1.74242 -0.61953
H 5.00784 1.86936 1.03757
H 6.07110 -0.24120 0.20488
H 4.62287 -2.17633 -0.32993
H 2.53964 1.93320 1.26695
H 3.15226 -3.85983 0.08622
H 1.50055 -5.50854 -0.69141
H -0.72551 -4.74887 -1.48059
H -1.31317 -2.37907 -1.41221
N -1.99295 0.36623 -1.14376
C -2.95493 -0.35989 -0.29140
C -2.69097 -0.08538 1.18644
N -1.34220 -0.52973 1.52112
H -2.27209 1.33549 -1.23251
H -1.95196 -0.02941 -2.07490
H -2.85111 -1.42822 -0.48050
H -3.98453 -0.07980 -0.52219
H -3.45903 -0.57967 1.78724
H -2.75322 0.98866 1.37421
H -1.28401 -1.54191 1.51272
H -1.06288 -0.21044 2.43855
C 1.31345 4.76849 -0.14393
C 0.80401 3.42964 -0.33247
N 0.39696 2.36928 -0.48105
H 0.51363 5.49584 -0.27642
H 2.09987 4.97372 -0.86966
H 1.71658 4.86817 0.86332
*
```



Record 2
Entry from the Open Molecules 2025 dataset: a cluster of 16 separate species, C23H78N2O16 in total in a non-equilibrium geometry (wB97M-V/def2-TZVPD).

Its relative energy (zero: lowest compared OMol25 entry of this formula, charge and spin) is 0.0 kJ/mol. For the highest occupied orbital energy, the calculation gives -9.3 eV. Its HOMO-LUMO gap is 9.28 eV. The max |F| is 7.551 eV/A. As for the total energy: -2236.1419 hartree.

The geometry in ORCA input format:
```
! wB97M-V def2-TZVPD RIJCOSX def2/J DEFGRID3
* xyz 0 1
C -0.32006 -3.45217 4.13652
C -0.66806 -3.78817 2.66652
O -2.03006 -4.12317 2.64452
H -0.52706 -4.31417 4.75052
H -0.93706 -2.57317 4.50352
H 0.73894 -3.16117 4.24152
H -0.13106 -4.67917 2.34252
H -0.48906 -2.95017 2.02652
H -2.52806 -3.41617 2.98152
C 2.57894 4.39483 1.16552
C 3.15794 3.02883 0.78852
O 2.47194 2.06683 1.60052
H 1.55094 4.58483 0.79852
H 3.27694 5.07183 0.71952
H 2.64194 4.62683 2.25252
H 4.24494 2.88183 1.03452
H 2.89994 2.77883 -0.23748
H 2.91494 2.01283 2.41852
C -1.64806 -3.04317 -3.78448
C -1.49706 -4.43817 -3.05148
O -1.51206 -5.46117 -3.99948
H -1.51806 -2.19617 -3.14448
H -2.55206 -3.01017 -4.34648
H -0.88906 -2.94917 -4.59748
H -2.33906 -4.66417 -2.35548
H -0.64106 -4.50217 -2.45548
H -0.81206 -5.31117 -4.57748
C -4.30206 0.55783 -0.47848
C -5.04606 0.16983 -1.75148
O -6.17106 -0.56317 -1.33848
H -3.52806 1.21183 -0.67148
H -3.98006 -0.38417 -0.00148
H -4.95106 1.17083 0.16552
H -4.36206 -0.46017 -2.29948
H -5.32306 1.02283 -2.27548
H -6.83806 -0.41717 -2.07148
C 1.60894 2.69683 5.88952
C 1.98794 2.66083 4.42052
O 1.02394 3.35683 3.68452
H 0.68294 2.23883 6.02952
H 1.65794 3.70583 6.39752
H 2.30594 2.11183 6.34752
H 2.12394 1.71483 4.00952
H 2.89394 3.17083 4.28752
H 1.14994 3.08183 2.74252
C -0.05906 -0.36317 -0.15348
C 0.15494 1.13083 -0.18748
O -0.80806 1.85983 -0.94348
H 0.59794 -0.71417 0.63152
H 0.13794 -0.79617 -1.15448
H -1.09806 -0.53517 0.19852
H 1.15094 1.38383 -0.47848
H 0.12694 1.50283 0.81252
H -0.98006 2.65383 -0.43348
C -2.73806 3.02183 1.46052
C -1.66606 3.94283 1.98252
O -0.62306 3.84983 1.07752
H -3.51306 2.82883 2.13852
H -2.28106 2.05083 1.37252
H -3.22306 3.33983 0.54752
H -1.23006 3.57983 2.88552
H -2.00106 5.00883 2.10652
H -0.45906 4.71283 0.65352
C 2.27694 -2.68917 -3.63348
O 1.25994 -2.91117 -2.63848
N 2.28594 -3.35817 -4.79348
N 3.19094 -1.76017 -3.46948
H 1.42994 -3.92617 -4.91448
H 2.76994 -3.12217 -5.62648
H 3.30394 -1.40017 -2.51248
H 3.99494 -1.65617 -4.05148
C 0.00794 -0.00417 3.39452
O -0.92306 0.91583 3.87652
H -0.35206 -1.02017 3.21552
H 0.78494 -0.09617 4.16552
H 0.51294 0.37783 2.52452
H -0.45906 1.71083 3.90152
C 1.14494 4.01183 -2.23648
O 2.09894 4.72983 -2.99748
H 1.07694 4.29583 -1.15148
H 1.17794 2.95383 -2.35548
H 0.13894 4.32983 -2.58948
H 2.99094 4.57383 -2.62148
C -2.27806 -3.06117 -0.26848
O -2.92006 -4.24617 0.07252
H -1.21906 -3.10117 -0.24848
H -2.57206 -2.37317 0.50552
H -2.72506 -2.60117 -1.15848
H -2.76506 -4.41617 1.03352
C 1.40494 -4.62117 0.06652
O 1.51894 -3.22017 -0.00848
H 1.90894 -5.21517 -0.71248
H 0.34694 -4.72617 -0.29048
H 1.58094 -5.09317 0.95452
H 1.44994 -2.89317 -0.88248
C -2.88806 3.60383 -2.51748
O -4.19006 3.71983 -3.15248
H -2.06506 4.09883 -3.09948
H -2.71006 2.53483 -2.43248
H -2.93006 4.02283 -1.45448
H -4.17106 3.20483 -3.96648
C 3.23194 -1.67417 2.51252
O 3.38694 -3.01317 2.02652
H 3.16994 -1.53417 3.62052
H 2.30094 -1.32417 2.03752
H 4.11294 -1.12117 2.14552
H 2.90294 -2.93817 1.21752
C -0.14306 0.32083 -3.95548
O -1.31706 0.83283 -3.59548
H 0.61994 1.13783 -3.98648
H -0.25606 -0.20017 -4.90348
H 0.22794 -0.32717 -3.17748
H -1.35206 1.04083 -2.63848
C 3.44394 0.02383 -0.65148
O 3.80794 -1.29017 -0.74748
H 2.86194 0.12383 0.26652
H 2.87894 0.21983 -1.56648
H 4.32594 0.72283 -0.61348
H 4.44494 -1.49217 -0.04248
*
```



Record 3
Entry from the Open Molecules 2025 dataset: the ion C7H7O3 with charge -1 in a non-equilibrium geometry (wB97M-V/def2-TZVPD).

Its relative energy (zero: lowest compared OMol25 entry of this formula, charge and spin) is 291.9 kJ/mol. For the highest occupied orbital energy, the calculation gives -2.5 eV. Its HOMO-LUMO gap is 6.02 eV. The max |F| is 2.273 eV/A. As for the total energy: -496.6291 hartree.

The geometry in ORCA input format:
```
! wB97M-V def2-TZVPD RIJCOSX def2/J DEFGRID3
* xyz -1 1
C 1.17275 0.99468 -1.13410
C 2.27739 -0.33455 0.69688
C 0.00672 0.17206 -1.30928
C 2.67497 -1.43411 0.18493
C 2.19659 0.92929 -0.22965
C -0.82131 -0.34477 -0.39150
C -0.73429 -0.17001 1.08781
O 2.97986 -2.41621 -0.40788
O 3.12729 1.74601 -0.07207
O -1.92510 -1.13538 -0.76681
H 1.26864 1.79815 -1.86002
H 2.22804 -0.10753 1.74159
H -0.29204 0.02938 -2.35290
H -1.74170 -0.12033 1.50396
H -0.19468 0.74990 1.30336
H -0.20660 -1.00114 1.56204
H -1.89349 -1.21895 -1.72760
*
```



Record 4
Entry from the Open Molecules 2025 dataset: a cluster of 2 separate species, CH3Cl3O in total in a non-equilibrium geometry (wB97M-V/def2-TZVPD).

Its relative energy (zero: lowest compared OMol25 entry of this formula, charge and spin) is 3.7 kJ/mol. For the highest occupied orbital energy, the calculation gives -11.4 eV. Its HOMO-LUMO gap is 11.72 eV. The max |F| is 1.591 eV/A. As for the total energy: -1495.7008 hartree.

The geometry in ORCA input format:
```
! wB97M-V def2-TZVPD RIJCOSX def2/J DEFGRID3
* xyz 0 1
Cl 0.00000 0.00000 0.00000
Cl 1.94500 1.99494 0.93485
Cl 2.32828 0.78265 -1.77842
C 1.15074 1.29960 -0.46056
H 0.52332 2.10641 -0.89099
O 6.38342 1.01757 2.60171
H 5.85557 1.75710 2.97950
H 5.72962 0.47380 2.10662
*
```